Below is C30H25Cl2N7O3OsS as an isolated structure in a non-equilibrium geometry, with properties calculated with ωB97M-V/def2-TZVPD.

```
69
Properties=species:S:1:pos:R:3:forces:R:3
C 0.2450 5.6736 1.3754 0.106 -0.063 -0.004
O -1.9214 -0.5909 0.9376 0.326 -0.243 -0.272
H -1.7760 -3.4137 -2.1923 0.005 -0.005 -0.001
H -1.1639 3.3236 -1.1425 -0.035 0.042 -0.035
C -1.6247 0.9073 4.1982 -0.083 0.006 -0.033
N -0.2754 -8.1182 -0.5401 0.016 0.028 0.063
H -2.0620 -5.5851 -1.1172 0.029 0.049 -0.003
H 2.4477 -9.2158 -3.3236 -0.004 -0.002 0.004
H 3.6390 4.1476 -3.5862 -0.019 0.004 -0.015
H 0.2717 8.4876 4.0567 -0.016 0.003 -0.002
C 2.9271 4.2828 -2.7838 0.046 0.029 0.006
H -0.1046 3.7653 0.7421 0.154 -0.047 0.140
C -0.0820 1.5696 -0.7193 0.042 0.063 -0.297
C -2.8543 1.5085 4.2988 -0.003 -0.036 -0.059
C -0.0210 7.0045 1.0367 -0.006 -0.008 0.017
N -2.1841 0.1464 2.0452 -0.069 0.137 0.185
C -0.7507 -3.4682 -0.3178 0.179 -0.013 -0.128
C 0.4544 5.3953 2.7304 -0.003 0.089 -0.039
Cl -0.4354 7.4067 -0.5945 0.020 -0.002 0.003
H 1.6723 2.6548 -3.3946 -0.014 0.030 -0.025
N -0.4184 -6.8761 -1.0862 0.019 0.063 -0.043
C 2.2088 5.4585 -0.8081 0.077 -0.022 0.023
C 1.8304 3.4465 -2.6714 -0.071 0.042 -0.021
N -0.5024 -4.7543 -0.0208 0.020 -0.020 0.104
C 1.1208 4.5982 -0.6759 0.130 -0.088 0.172
H -1.7000 -6.4163 0.4144 -0.050 -0.010 -0.034
C -1.8573 -2.9930 -1.1891 -0.042 -0.003 0.092
C -1.2790 0.2156 3.0330 0.044 -0.049 0.083
C 0.0003 8.0115 1.9870 -0.005 0.015 0.034
C 0.4606 6.3870 3.6927 -0.018 0.013 0.049
C -3.3888 0.7511 2.1032 -0.076 -0.051 -0.089
H 1.8612 -3.1666 1.5265 -0.025 0.005 0.033
C 1.0245 -7.9887 -2.2575 0.012 0.043 0.029
H 1.8630 -5.2073 -4.7556 -0.007 -0.002 -0.007
N 0.2623 4.6497 0.4288 -0.389 0.155 -0.222
H 2.3757 6.2320 -0.0700 -0.012 -0.004 0.009
C 0.3999 -6.7473 -2.1727 -0.023 -0.013 -0.025
C 1.9640 -8.2514 -3.2571 -0.003 -0.031 0.004
Cl 0.7063 3.7423 3.2109 0.028 -0.031 0.030
C 0.2508 7.7030 3.3134 0.004 -0.017 -0.008
O -0.2860 1.5908 0.5194 0.086 -1.064 -0.001
C -1.2671 -5.9196 -0.4523 0.016 -0.106 -0.028
C 2.2419 -7.2335 -4.1386 0.005 -0.008 -0.019
C 0.6773 -5.7062 -3.0626 -0.037 -0.016 0.030
C 0.9049 3.6168 -1.6493 -0.039 0.074 -0.014
H 0.1939 -4.7406 -2.9941 0.019 0.015 -0.021
N 0.1736 -2.7046 0.2659 -0.361 -0.030 0.103
C -3.7522 1.4371 3.2245 0.055 0.025 0.111
H 3.9337 5.9841 -1.9471 0.015 -0.012 0.011
C 1.0253 -3.5450 0.9655 0.044 0.070 -0.073
H -4.7177 1.9177 3.2624 -0.006 -0.004 -0.011
H -0.8935 0.9615 4.9917 -0.009 -0.002 0.010
H -1.8224 -1.9093 -1.2687 0.010 0.000 -0.027
H 2.9631 -7.3935 -4.9281 0.002 0.011 0.000
O 0.3755 0.4764 -1.2299 -0.224 -0.571 -0.097
H 0.6423 6.1300 4.7267 -0.005 -0.025 -0.006
H -0.6246 2.4274 -2.5816 0.052 -0.043 0.021
C 3.0956 5.3057 -1.8591 -0.049 -0.030 -0.014
C -0.3427 2.7598 -1.5838 0.209 -0.093 -0.042
H -3.1242 2.0414 5.1997 0.004 0.033 -0.014
N 0.5617 -8.7829 -1.2231 0.017 -0.020 -0.034
H -4.0024 0.6373 1.2225 0.029 -0.025 -0.011
H -2.8285 -3.2669 -0.7760 -0.003 0.006 -0.008
H 1.0139 -5.7531 1.1395 -0.031 -0.009 0.013
S 0.2406 -0.5619 2.7916 0.201 -0.414 -0.379
H -0.2041 9.0289 1.6849 0.017 -0.006 -0.029
C 0.6127 -4.8168 0.7924 0.063 -0.042 -0.084
Os 0.0175 -0.6796 0.4935 -0.361 2.240 0.881
C 1.6074 -5.9780 -4.0408 -0.005 -0.011 0.014
```
Positions in Å, forces in eV/Å.

Total charge = +1
F_max = 0.0473 hartree/bohr
Frontier orbital gap (alpha / beta) = 0.232 / 0.223 Eh
2S+1 = 2
LUMO level (alpha / beta) = -3.61 / -3.84 eV
Relative energy (zero: lowest compared OMol25 entry of this formula, charge and spin) = 0.0 kcal per mole